This record from the Open Molecules 2025 dataset describes a molecular structure, C4H4LiN2SSe. The level of theory is ωB97M-V with the def2-TZVPD basis set.

HOMO level = -0.1286 Ha
F_max = 0.010 hartree/bohr
Net charge = -1
Relative energy (zero: lowest compared OMol25 entry of this formula, charge and spin) = 0.00 kJ/mol

Atoms and positions in Å:
Li -0.559853 -0.466244 0.485974
Se -1.699754 1.250032 -1.226712
S 0.504807 -2.719855 -3.075092
C 0.951459 -3.734952 -1.767514
C 0.982264 -3.008994 -0.623873
N 0.675510 -1.676401 -0.762250
C 0.404951 -1.392430 -2.003908
H 1.147511 -4.786151 -1.891700
H 1.216276 -3.392781 0.357764
H 0.042413 -0.418177 -2.310345
N -2.043240 -0.623272 1.962524
C -1.110717 -1.068889 2.508711
H -2.675116 0.744412 -0.230858

Forces on the atoms, in the same order (eV/Å):
Li -0.31 0.38 -0.21
Se -0.02 -0.16 0.30
S 0.08 -0.04 -0.01
C 0.00 0.01 0.03
C 0.09 0.03 0.06
N -0.20 -0.10 -0.01
C -0.04 0.00 -0.02
H 0.00 0.00 -0.01
H -0.03 0.00 0.01
H 0.01 -0.01 -0.01
N 0.18 -0.19 0.13
C 0.03 -0.08 0.04
H 0.20 0.16 -0.29